# 1
81
Properties=species:S:1:pos:R:3:lowdin_charge:R:1 method="wB97M-V/def2-TZVPD" e_lumo_ev="-7.47 / -7.63" largest_force_ev_per_a=0.37 charge=+2 spin_multiplicity=2 e_tot_ev=-69252.4080 orbital_gap_ha="0.220 / 0.214" de_lowest_kcal_mol=11.5
Re 0.307 2.460 -0.029 1.4911
O 4.478 -3.852 -0.905 0.1321
C 5.105 -2.717 -1.239 -0.4694
O 6.189 -2.727 -1.737 0.1642
C 4.378 -1.430 -0.961 -0.0925
C 3.402 -1.305 0.021 0.0199
C 2.755 -0.093 0.204 -0.0165
C 3.100 0.991 -0.584 -0.2497
C 4.110 0.889 -1.534 0.0078
C 4.744 -0.322 -1.714 0.0315
N 2.372 2.213 -0.400 -0.0615
C 3.028 3.322 -0.476 -0.0148
C 2.323 4.561 -0.272 -0.2365
C 2.922 5.802 -0.330 0.0429
C 2.131 6.930 -0.139 0.0149
C 0.778 6.765 0.098 0.0162
C 0.245 5.488 0.151 -0.0685
N 0.999 4.394 -0.026 -0.0843
H 3.556 -3.711 -0.653 0.0812
H 3.153 -2.135 0.668 0.1288
H 2.033 0.026 1.003 0.1099
H 4.367 1.719 -2.181 0.1249
H 5.523 -0.434 -2.456 0.1396
H 4.101 3.334 -0.640 0.1559
H 3.984 5.885 -0.518 0.1389
H 2.568 7.918 -0.177 0.1352
H 0.127 7.615 0.247 0.1332
H -0.803 5.323 0.348 0.0978
C -7.932 4.130 0.753 -0.0225
C -6.488 3.933 1.101 -0.2283
C -6.112 3.275 2.270 -0.0021
C -4.779 3.069 2.581 -0.0440
C -3.809 3.535 1.702 -0.3015
C -4.153 4.205 0.529 -0.0373
C -5.487 4.396 0.240 -0.0017
S -2.126 3.358 2.091 0.7129
O -1.519 2.888 0.800 -0.4928
O -1.533 4.528 2.645 -0.2260
N -2.003 2.131 3.120 -0.1150
C -1.713 0.742 2.716 -0.1520
C -2.589 0.213 1.585 -0.0443
C -2.174 0.539 0.174 -0.4059
O -2.837 0.778 -0.760 0.2414
O -0.701 0.468 -0.006 -0.0557
H -8.579 3.937 1.606 0.0873
H -8.220 3.449 -0.050 0.1007
H -8.113 5.145 0.400 0.0946
H -6.875 2.920 2.951 0.1286
H -4.503 2.565 3.496 0.1193
H -3.394 4.562 -0.155 0.1178
H -5.765 4.912 -0.670 0.1318
H -1.603 2.427 4.002 0.1425
H -1.909 0.142 3.603 0.1440
H -0.657 0.624 2.472 0.1123
H -3.631 0.515 1.689 0.1413
H -2.569 -0.879 1.651 0.1538
C 2.883 -6.880 -1.262 -0.0367
C 1.571 -6.282 -1.792 -0.5528
C 0.441 -7.310 -1.628 -0.0318
C 1.751 -5.973 -3.280 -0.0544
C 1.185 -5.030 -0.999 -0.1572
C 1.246 -5.047 0.405 -0.0053
C 0.872 -3.965 1.199 0.0324
C 0.425 -2.849 0.529 -0.1850
O 0.030 -1.607 1.045 0.2177
B -0.255 -0.878 -0.081 -0.7850
O -0.117 -1.560 -1.247 0.2740
C 0.349 -2.815 -0.846 -0.1515
C 0.719 -3.877 -1.640 0.0846
H 3.178 -7.719 -1.892 0.0955
H 2.785 -7.264 -0.246 0.0814
H 3.692 -6.150 -1.275 0.0748
H 0.682 -8.219 -2.180 0.0953
H -0.504 -6.920 -2.011 0.0922
H 0.299 -7.580 -0.580 0.0869
H 2.123 -6.862 -3.790 0.0944
H 2.475 -5.172 -3.443 0.0915
H 0.810 -5.700 -3.760 0.0861
H 1.588 -5.944 0.902 0.1199
H 0.924 -4.008 2.279 0.1321
H 0.648 -3.806 -2.715 0.1294

***

# 2
82
Properties=species:S:1:pos:R:3:lowdin_charge:R:1 method="wB97M-V/def2-TZVPD" e_lumo_ev="-9.76 / -9.21" largest_force_ev_per_a=2.93 charge=+3 spin_multiplicity=2 e_tot_ev=-229329.2451 orbital_gap_ha="0.228 / 0.248" de_lowest_kcal_mol=30.2
Fe 0.916 0.289 0.143 0.7766
Br 2.404 -5.925 -1.145 0.8981
C 2.261 -4.058 -0.946 -0.6245
C 1.749 -3.276 -1.978 -0.0381
C 1.619 -1.919 -1.766 -0.0667
N 1.988 -1.326 -0.630 0.0504
C 2.547 -2.070 0.338 -0.1826
C 2.678 -3.444 0.231 -0.0122
C 3.070 -1.279 1.461 -0.1953
C 4.043 -1.753 2.327 -0.0067
C 4.579 -0.894 3.281 -0.6322
Br 5.893 -1.503 4.478 0.9112
C 4.138 0.429 3.313 -0.0464
C 3.162 0.814 2.419 -0.1108
N 2.613 -0.013 1.521 -0.0012
H 1.455 -3.719 -2.918 0.1280
H 1.197 -1.274 -2.524 0.1366
H 3.084 -4.033 1.040 0.1235
H 4.412 -2.764 2.250 0.1244
H 4.556 1.136 4.013 0.1281
H 2.825 1.844 2.407 0.1307
C 4.760 1.354 -1.851 0.0058
C 4.322 1.871 -3.060 0.0146
C 2.971 2.133 -3.203 0.0344
C 2.106 1.864 -2.150 -0.1879
N 2.515 1.307 -0.994 0.0777
C 3.828 1.081 -0.867 -0.0838
C 0.671 2.141 -2.251 -0.1967
C 0.146 3.090 -3.126 0.0332
C -1.225 3.252 -3.195 0.0027
C -2.029 2.450 -2.395 -0.0092
C -1.420 1.561 -1.528 -0.1232
N -0.101 1.420 -1.434 0.0421
H 5.805 1.155 -1.670 0.1306
H 5.015 2.064 -3.866 0.1374
H 2.591 2.526 -4.133 0.1288
H 4.170 0.670 0.067 0.1062
H 0.806 3.691 -3.732 0.1280
H -1.658 3.976 -3.870 0.1340
H -3.106 2.502 -2.456 0.1228
H -2.004 0.901 -0.903 0.0966
N -4.033 2.230 2.253 0.2497
C -2.627 1.929 2.710 -0.2734
C -2.135 0.593 2.169 -0.0750
C -0.835 0.213 2.908 -0.2830
N 0.076 -0.507 2.008 0.0656
C -0.111 1.463 3.434 -0.0830
C -0.197 2.592 2.413 -0.2910
N 0.312 2.150 1.100 0.0666
C -1.676 3.044 2.266 -0.0703
H -4.685 1.508 2.577 0.1881
H -4.089 2.281 1.232 0.1781
H -4.345 3.129 2.636 0.1886
H -2.680 1.883 3.800 0.1677
H -1.906 0.687 1.107 0.0933
H -2.879 -0.195 2.293 0.1428
H -1.093 -0.430 3.756 0.1691
H -0.410 -1.364 1.630 0.0531
H 0.816 -0.892 2.588 0.1139
H 0.929 1.208 3.635 0.1080
H -0.536 1.795 4.381 0.1406
H 0.389 3.442 2.773 0.1575
H 1.162 1.585 1.159 -0.0055
H 0.518 2.960 0.527 0.1253
H -1.851 3.287 1.214 0.1246
H -1.845 3.949 2.853 0.1381
O -1.145 -2.524 0.856 0.0261
C -1.298 -1.944 -0.232 -0.5368
O -0.602 -0.928 -0.590 -0.1443
C -2.366 -2.431 -1.166 -0.1251
C -2.684 -1.746 -2.335 -0.0117
C -3.778 -2.134 -3.088 0.0190
C -4.528 -3.219 -2.664 -0.1165
C -4.194 -3.956 -1.540 0.0370
C -3.108 -3.547 -0.785 0.0151
N -5.754 -3.574 -3.416 -0.3516
O -6.205 -2.709 -4.133 0.1030
O -6.188 -4.687 -3.249 0.1228
H -2.076 -0.909 -2.649 0.1023
H -4.075 -1.612 -3.986 0.1264
H -4.790 -4.812 -1.259 0.1332
H -2.834 -4.079 0.114 0.1260

***

# 3
82
Properties=species:S:1:pos:R:3:lowdin_charge:R:1 method="wB97M-V/def2-TZVPD" e_lumo_ev=3.99 largest_force_ev_per_a=4.35 charge=-2 e_tot_ev=-159425.5678 orbital_gap_ha=0.118 de_lowest_kcal_mol=84.0
Sc -1.064 1.411 0.448 0.6137
C -3.379 3.700 0.400 -0.0850
N -2.649 2.918 -0.595 -0.3042
C -2.169 3.804 -1.653 -0.0957
C -3.508 1.899 -1.202 -0.1958
C -3.974 0.818 -0.208 -0.2078
N -3.031 0.749 0.877 -0.0873
C -3.125 -0.152 1.837 -0.1900
C -2.110 -0.111 2.839 -0.1085
F -1.118 0.817 2.620 0.0295
C -2.135 -0.873 3.973 -0.2313
F -1.233 -0.684 4.949 0.0814
C -3.113 -1.841 4.163 0.0261
C -4.064 -1.971 3.168 -0.2349
F -5.008 -2.931 3.312 0.0539
C -4.110 -1.145 2.069 -0.1297
F -5.151 -1.298 1.204 0.0485
H -4.198 4.275 -0.064 0.0895
H -2.688 4.383 0.892 0.0790
H -3.796 3.031 1.151 0.0843
H -3.009 4.164 -2.271 0.0889
H -1.453 3.276 -2.279 0.0511
H -1.666 4.663 -1.209 0.0882
H -2.914 1.428 -1.984 0.0682
H -4.393 2.370 -1.668 0.1204
H -4.047 -0.134 -0.746 0.1159
H -4.985 1.054 0.160 0.1098
H -3.120 -2.478 5.033 0.1156
O 1.818 3.906 1.096 -0.2711
Cl 0.757 3.045 0.704 0.6622
O 0.508 3.138 -0.700 -0.2947
O 1.026 1.681 1.042 -0.3700
O -0.462 3.421 1.394 -0.3403
O -0.710 0.580 -1.219 -0.4913
S -0.871 0.898 -3.784 0.8959
C -1.202 1.190 -5.598 -0.4586
C -2.077 0.051 -6.103 -0.2820
C -2.941 -0.369 -4.917 -0.2764
C -1.970 -0.564 -3.768 -0.4495
H -0.244 1.249 -6.115 0.0530
H -1.705 2.155 -5.679 0.0541
H -1.443 -0.790 -6.396 0.1042
H -2.674 0.350 -6.970 0.0961
H -3.511 -1.281 -5.114 0.1036
H -3.641 0.437 -4.678 0.1057
H -1.356 -1.453 -3.909 0.0786
H -2.452 -0.622 -2.795 0.0430
C -0.885 -0.473 -0.572 -0.3141
Ge 1.531 -1.138 0.584 1.0215
C 3.100 -0.191 -0.315 -0.3090
C 4.403 -0.242 0.185 -0.1348
C 5.439 0.479 -0.394 -0.1202
C 5.195 1.263 -1.515 -0.1391
C 3.916 1.308 -2.049 -0.1130
C 2.886 0.588 -1.453 -0.1180
C 2.057 -0.733 2.518 -0.3203
C 2.866 0.326 2.938 -0.1285
C 3.127 0.562 4.282 -0.1124
C 2.593 -0.270 5.256 -0.1369
C 1.774 -1.321 4.870 -0.1311
C 1.497 -1.524 3.525 -0.1715
C 2.566 -2.953 0.550 -0.2960
C 2.746 -3.551 -0.702 -0.1425
C 3.359 -4.785 -0.858 -0.1328
C 3.804 -5.486 0.257 -0.1522
C 3.638 -4.923 1.514 -0.1309
C 3.029 -3.679 1.650 -0.1246
H 4.602 -0.858 1.056 0.0940
H 6.438 0.436 0.030 0.0828
H 5.999 1.839 -1.964 0.0780
H 3.717 1.915 -2.927 0.0877
H 1.885 0.650 -1.869 0.0776
H 3.297 0.992 2.201 0.0849
H 3.752 1.400 4.575 0.0855
H 2.797 -0.092 6.307 0.0782
H 1.350 -1.981 5.621 0.0876
H 0.815 -2.322 3.240 0.0989
H 2.395 -3.018 -1.582 0.0878
H 3.488 -5.212 -1.848 0.0813
H 4.275 -6.458 0.146 0.0754
H 3.983 -5.458 2.395 0.0814
H 2.925 -3.260 2.644 0.0693